Record 1
Formula: C30H47BrN2O5SiTi
Source: the Open Molecules 2025 dataset
Level of theory: ωB97M-V with the def2-TZVPD basis set

The calculation puts the energy above the lowest of the compared OMol25 structures with the same formula, charge and spin at 1.635 eV. The total energy is -5370.1826 a.u. Its spin multiplicity is 3.

Element x y z (Å)
Ti1 1.0124 0.6972 1.5321
C1 0.9770 3.9444 1.8450
C2 1.8671 2.9675 1.3585
C3 1.7805 2.6091 -0.0039
C4 0.7563 3.1371 -0.7949
C5 -0.1798 3.9993 -0.2625
C6 -0.0474 4.4253 1.0654
H1 1.1251 4.3441 2.8400
H2 2.7881 2.7886 1.8998
H3 2.5870 2.0641 -0.4713
H4 0.7192 2.8841 -1.8472
H5 -0.9770 4.3905 -0.8820
H6 -0.7322 5.1643 1.4638
O1 2.1987 -2.0605 0.7246
C7 2.5584 -1.0531 1.3124
O2 2.6578 0.1335 0.7786
C8 3.0178 -1.1498 2.7879
C9 3.4298 0.2395 3.2806
C10 4.0316 0.2013 4.6893
C11 2.7768 -0.0233 5.5637
C12 1.6904 -0.1431 4.4930
O3 2.1190 0.8292 3.4991
C13 1.8259 -1.4793 3.7387
C14 0.4489 -1.7386 3.0894
O4 -0.2425 -2.6374 3.5404
O5 0.0846 -0.8707 2.2126
H7 3.8138 -1.8889 2.8556
H8 3.9972 0.8136 2.5582
H9 4.5176 1.1467 4.9265
H10 4.7684 -0.5950 4.7818
H11 2.5813 0.8279 6.2169
H12 2.8320 -0.9225 6.1735
H13 0.6804 0.0703 4.8335
H14 2.0320 -2.3109 4.4061
C15 -0.1149 2.7106 4.6872
C16 -1.0044 2.0949 3.6628
N1 -0.6914 1.5994 2.4801
C17 -1.8875 1.2246 1.8970
C18 -2.9175 1.4815 2.7366
N2 -2.3460 2.0378 3.8532
H15 0.9261 2.5045 4.4591
H16 -0.3476 2.3195 5.6795
H17 -0.2566 3.7930 4.7135
H18 -1.9405 0.7739 0.9246
H19 -3.9752 1.3134 2.6411
H20 -2.8335 2.3301 4.6799
C19 -0.2518 -3.4784 -1.1954
C20 -1.3850 -2.8955 -2.0559
C21 -1.6403 -3.8226 -3.2560
C22 -2.6472 -2.8643 -1.1816
Si1 -0.9458 -1.1290 -2.6770
Br1 -0.0890 -0.0443 -0.7731
C23 -2.4605 -0.0224 -3.1525
C24 -3.3116 0.3502 -1.9290
C25 -1.9974 1.3014 -3.7796
C26 -3.3407 -0.7694 -4.1675
C27 0.5216 -1.0369 -3.9272
C28 1.2206 0.3315 -3.9015
C29 1.5825 -2.0863 -3.5599
C30 0.0223 -1.3165 -5.3535
H21 -0.5856 -4.4335 -0.7782
H22 0.0149 -2.8316 -0.3585
H23 0.6526 -3.6698 -1.7701
H24 -1.9166 -4.8149 -2.8895
H25 -0.7507 -3.9349 -3.8784
H26 -2.4543 -3.4576 -3.8873
H27 -2.8399 -3.8730 -0.8064
H28 -3.5287 -2.5482 -1.7418
H29 -2.5128 -2.2122 -0.3156
H30 -2.7488 0.9931 -1.2512
H31 -3.6617 -0.5170 -1.3728
H32 -4.1896 0.9102 -2.2668
H33 -1.3352 1.8441 -3.1008
H34 -2.8730 1.9297 -3.9700
H35 -1.4882 1.1504 -4.7317
H36 -3.8017 -1.6539 -3.7246
H37 -2.7706 -1.0843 -5.0446
H38 -4.1443 -0.1100 -4.5080
H39 1.6512 0.5307 -2.9200
H40 0.5503 1.1498 -4.1627
H41 2.0373 0.3222 -4.6300
H42 1.9236 -1.9651 -2.5292
H43 2.4479 -1.9648 -4.2183
H44 1.2115 -3.1034 -3.6910
H45 -0.6492 -0.5336 -5.7096
H46 -0.5012 -2.2735 -5.4197
H47 0.8779 -1.3543 -6.0336

Force components x, y, z for each atom (eV/Å):
-1.09 2.15 0.29
0.05 0.07 0.03
0.37 0.91 -0.59
0.14 0.25 0.28
-0.24 0.15 -0.04
0.13 -0.07 -0.06
-0.01 0.04 0.08
-0.03 -0.04 0.02
-0.08 -0.21 0.09
-0.09 -0.20 0.05
-0.03 -0.07 0.01
0.01 0.00 0.00
0.00 -0.01 0.01
0.26 0.04 0.07
1.22 -1.31 -0.04
1.57 -0.69 -0.82
-0.33 0.30 -0.17
0.47 -0.34 0.24
-0.14 0.04 -0.06
-0.08 0.05 -0.12
0.13 -0.33 0.39
-0.02 0.06 0.18
-0.22 0.08 -0.27
0.01 -0.48 0.44
0.04 0.08 -0.17
-0.31 -1.06 0.44
-0.01 -0.04 -0.03
-0.11 0.10 -0.04
0.02 -0.01 -0.01
0.00 -0.01 0.00
0.04 0.00 0.00
-0.03 0.00 0.02
-0.01 0.11 -0.11
0.02 0.03 0.06
0.03 -0.04 -0.03
-0.13 0.08 0.02
-1.06 0.55 0.67
-0.34 0.02 0.08
-0.02 0.03 -0.12
0.10 -0.02 -0.05
0.00 0.00 0.00
0.03 -0.02 0.00
-0.01 0.00 0.00
0.08 -0.05 -0.01
0.02 0.01 0.02
0.03 0.05 0.06
0.03 0.00 0.02
0.08 0.18 -0.01
0.02 0.17 -0.03
0.07 0.05 -0.07
0.13 0.21 0.36
-0.68 -0.45 -1.44
0.19 -0.06 0.10
0.04 -0.03 -0.02
-0.01 -0.13 0.02
0.12 -0.08 0.06
-0.07 -0.01 0.20
-0.07 -0.02 0.00
-0.07 0.05 0.02
-0.11 -0.01 0.12
-0.03 -0.02 -0.02
0.01 -0.05 -0.02
-0.04 0.00 0.09
-0.01 -0.02 0.00
-0.04 -0.05 0.01
0.01 -0.08 -0.02
0.02 -0.02 0.01
-0.01 -0.02 0.06
-0.04 -0.02 0.01
-0.03 0.00 0.02
-0.01 0.07 0.01
-0.01 0.01 -0.02
0.00 0.03 -0.05
-0.02 0.01 0.00
0.00 0.06 0.03
-0.02 0.02 -0.05
-0.08 -0.01 -0.02
-0.01 0.01 -0.01
0.02 0.03 -0.02
0.09 0.00 0.02
0.00 -0.01 -0.02
0.03 -0.04 -0.01
0.00 0.03 -0.02
0.06 0.03 0.01
0.02 -0.04 -0.05
0.02 0.03 -0.07
0.02 -0.01 -0.01

Record 2
Formula: C7H10N2S
Source: the Open Molecules 2025 dataset
Level of theory: ωB97M-V with the def2-TZVPD basis set

The calculation puts the energy above the lowest of the compared OMol25 structures with the same formula, charge and spin at 1.970 eV. The total energy is -780.3330 a.u. As for the SMILES: CCC[C@H](C#N)[C@H](S)C#N.

Element x y z (Å)
C1 -0.2447 0.9145 -2.2136
C2 -0.1728 -0.5848 -1.6341
C3 -0.9765 -0.8037 -0.2546
C4 0.0131 -0.9440 0.9924
C5 -0.7360 -1.4711 2.3090
N1 -1.0595 -1.9587 3.3474
C6 0.7602 0.4226 1.4231
S1 -0.2951 1.9522 1.2594
C7 2.0805 0.6875 0.5645
N2 3.0747 0.8738 -0.0652
H1 0.6928 1.4651 -1.8406
H2 -0.1807 0.8688 -3.3632
H3 -1.1776 1.4977 -1.8907
H4 -0.6377 -1.2827 -2.4126
H5 0.9212 -0.8432 -1.4368
H6 -1.5389 -1.8050 -0.3587
H7 -1.7757 0.0004 -0.1533
H8 0.8451 -1.6819 0.7010
H9 1.1090 0.3007 2.5144
H10 -0.7013 2.3918 2.5121

Force components x, y, z for each atom (eV/Å):
0.80 -0.22 0.00
-0.52 0.41 0.17
-0.15 -0.85 -0.64
-0.63 0.23 0.53
0.64 -1.28 1.67
1.01 2.10 -4.19
1.44 -0.10 0.57
-0.10 0.18 0.09
1.40 0.10 -0.97
-4.03 -0.76 2.52
-1.52 -0.53 -0.60
-0.17 0.21 1.82
1.31 -0.99 -0.51
0.90 0.84 1.15
-1.43 0.13 -0.64
0.89 1.49 0.40
1.21 -1.00 0.27
-1.40 0.83 0.73
-0.44 0.27 -1.78
0.78 -1.05 -0.60